92
Properties=species:S:1:pos:R:3 method="wB97M-V/def2-TZVPD" total_charge=+1 homo_ev="-8.9387 / -8.9393" lumo_energy_ev="-2.626 / -2.626" energy_ev=-134432.7844 relative_energy_kj_mol=58.4
W -0.699 -1.004 -0.346
C -0.868 -1.566 -3.731
N 0.251 -1.336 -2.793
C 1.037 -2.586 -2.804
C 1.144 -0.293 -3.370
C 0.504 1.032 -3.740
N 0.181 1.874 -2.605
C -0.830 2.854 -2.964
C 1.367 2.537 -2.094
H -0.485 -1.640 -4.756
H -1.603 -0.771 -3.674
H -1.351 -2.510 -3.490
H 1.304 -2.850 -3.835
H 0.453 -3.400 -2.381
H 1.941 -2.463 -2.224
H 1.576 -0.710 -4.291
H 1.961 -0.143 -2.666
H -0.407 0.859 -4.313
H 1.197 1.549 -4.427
H -0.508 3.504 -3.794
H -1.043 3.490 -2.106
H -1.751 2.347 -3.249
H 1.849 3.172 -2.857
H 2.095 1.800 -1.751
H 1.101 3.171 -1.248
C 4.292 0.499 -0.430
O 4.271 -0.802 0.167
C 3.142 -1.506 -0.020
O 2.125 -1.027 -0.484
N 3.362 -2.784 0.371
N 2.374 -3.762 0.309
H 5.202 0.972 -0.076
H 3.419 1.073 -0.131
H 4.314 0.413 -1.517
H 4.275 -2.995 0.743
H 2.172 -4.104 1.240
H 2.694 -4.531 -0.267
C 0.730 -2.666 3.182
C -0.462 -1.880 2.633
C -1.746 -2.699 2.799
C -0.600 -0.553 3.382
N -0.265 -1.601 1.225
H 0.658 -2.758 4.267
H 1.669 -2.164 2.939
H 0.742 -3.676 2.768
H -1.925 -2.909 3.855
H -1.667 -3.652 2.273
H -2.599 -2.149 2.400
H -0.845 -0.738 4.429
H -1.396 0.050 2.940
H 0.332 0.015 3.355
Cl -4.488 2.095 -1.570
C -4.468 0.491 -0.806
C -3.067 -0.034 -0.665
O -2.667 -0.502 0.432
O -2.256 -0.083 -1.636
H -5.042 -0.179 -1.446
H -4.934 0.558 0.171
C 0.360 6.662 3.387
C 0.368 5.277 2.811
C -0.724 4.787 2.107
C -0.728 3.522 1.537
C -1.980 3.056 0.848
C 0.426 2.719 1.676
C 0.511 1.404 1.075
O -0.252 0.997 0.192
C 1.526 3.182 2.433
C 2.761 2.348 2.660
C 1.479 4.452 2.976
H -0.648 7.073 3.422
H 0.973 7.328 2.777
H 0.775 6.670 4.395
H -1.609 5.403 2.011
H -1.861 3.031 -0.236
H -2.802 3.730 1.082
H -2.254 2.047 1.155
H 1.294 0.721 1.421
H 3.320 2.199 1.736
H 2.527 1.364 3.072
H 3.422 2.849 3.364
H 2.324 4.812 3.550
Br -0.672 -6.759 0.286
C -1.601 -5.303 -0.467
C -2.836 -5.467 -1.069
C -3.436 -4.338 -1.601
C -2.805 -3.113 -1.497
N -1.611 -2.958 -0.904
C -1.015 -4.055 -0.410
H -3.305 -6.439 -1.126
H -4.396 -4.402 -2.094
H -3.252 -2.224 -1.917
H -0.039 -3.905 0.028